Entry 1:
C44H119N9O12 | ωB97M-V/def2-TZVPD

Element x y z (Å)
C1 1.381 4.573 0.696
C2 1.627 4.858 -0.773
C3 2.021 6.304 -1.089
O1 2.666 3.999 -1.259
H1 0.775 5.370 1.139
H2 2.273 4.410 1.302
H3 0.774 3.673 0.827
H4 0.748 4.575 -1.356
H5 1.172 6.990 -1.110
H6 2.556 6.390 -2.032
H7 2.687 6.654 -0.293
H8 3.502 4.154 -0.810
C4 -1.963 4.336 -3.584
C5 -3.375 3.866 -3.216
C6 -3.935 2.855 -4.196
O2 -3.458 3.388 -1.876
H9 -1.940 4.522 -4.659
H10 -1.263 3.515 -3.428
H11 -1.660 5.269 -3.113
H12 -3.987 4.775 -3.305
H13 -5.027 2.877 -4.219
H14 -3.611 1.829 -4.016
H15 -3.632 3.147 -5.203
H16 -4.180 2.757 -1.795
C7 3.869 3.963 -6.667
O3 2.734 3.257 -6.236
C8 2.767 2.926 -4.873
C9 1.408 2.620 -4.293
N1 0.634 1.525 -4.906
C10 1.383 0.263 -4.914
C11 0.465 -0.782 -5.535
O4 0.214 -0.543 -6.898
C12 -0.292 -1.682 -7.538
H17 4.779 3.401 -6.416
H18 3.965 4.906 -6.107
H19 3.728 4.160 -7.724
H20 3.089 3.839 -4.343
H21 3.563 2.212 -4.620
H22 0.786 3.499 -4.505
H23 1.386 2.524 -3.199
H24 -0.091 1.384 -4.200
H25 1.727 0.032 -3.897
H26 2.333 0.370 -5.448
H27 -0.503 -0.721 -5.017
H28 0.885 -1.782 -5.358
H29 -0.666 -1.417 -8.526
H30 -1.137 -2.059 -6.946
H31 0.405 -2.517 -7.676
C13 -5.933 -2.286 -2.328
C14 -4.429 -2.104 -2.112
C15 -3.770 -1.438 -3.310
O5 -3.990 -2.063 -4.564
C16 -3.346 -3.310 -4.686
N2 -4.286 -1.218 -0.950
H32 -6.408 -1.314 -2.481
H33 -6.393 -2.794 -1.482
H34 -6.196 -2.794 -3.261
H35 -3.952 -3.072 -1.915
H36 -2.688 -1.315 -3.154
H37 -4.167 -0.434 -3.483
H38 -3.697 -3.995 -3.908
H39 -2.252 -3.234 -4.655
H40 -3.587 -3.746 -5.655
H41 -4.577 -1.722 -0.117
H42 -3.287 -1.061 -0.802
C17 0.774 2.227 3.236
C18 1.207 1.576 4.534
C19 2.673 1.868 4.859
O6 2.800 3.243 5.167
C20 4.001 3.570 5.827
N3 0.341 2.118 5.610
H43 -0.261 1.998 2.965
H44 1.293 1.820 2.364
H45 0.797 3.312 3.343
H46 1.084 0.490 4.488
H47 3.236 1.583 3.955
H48 3.152 1.291 5.658
H49 4.137 4.645 5.743
H50 4.860 3.062 5.370
H51 3.969 3.250 6.875
H52 0.748 3.052 5.729
H53 0.604 1.747 6.526
C21 -0.971 1.205 -0.044
C22 -0.292 0.735 -1.343
C23 -0.015 -0.761 -1.376
O7 -1.159 -1.421 -0.846
C24 -1.155 -2.830 -0.909
N4 -1.167 1.165 -2.446
H54 -1.084 2.293 -0.129
H55 -0.332 1.124 0.840
H56 -1.980 0.822 0.093
H57 0.647 1.298 -1.376
H58 0.849 -1.084 -0.790
H59 0.137 -1.087 -2.411
H60 -2.033 -3.172 -0.358
H61 -0.325 -3.312 -0.385
H62 -1.236 -3.131 -1.957
H63 -1.647 2.007 -2.137
H64 -1.955 0.518 -2.494
C25 -3.351 2.887 2.409
C26 -3.212 4.260 3.048
C27 -2.675 4.143 4.462
O8 -3.701 3.563 5.257
C28 -3.225 2.753 6.303
N5 -2.274 5.140 2.274
H65 -2.436 2.284 2.373
H66 -3.667 2.960 1.365
H67 -4.055 2.241 2.939
H68 -4.200 4.722 3.078
H69 -2.332 5.095 4.875
H70 -1.810 3.466 4.442
H71 -4.056 2.401 6.915
H72 -2.548 3.334 6.937
H73 -2.700 1.859 5.951
H74 -2.811 5.456 1.469
H75 -1.612 4.474 1.877
C29 6.462 -0.343 4.050
C30 5.338 -1.285 3.561
C31 5.065 -1.207 2.068
O9 3.757 -1.683 1.783
C32 2.791 -0.672 1.874
N6 5.682 -2.636 4.035
H76 6.427 -0.301 5.135
H77 6.305 0.660 3.646
H78 7.438 -0.708 3.728
H79 4.467 -0.959 4.135
H80 5.792 -1.806 1.514
H81 5.150 -0.191 1.662
H82 1.796 -1.040 1.624
H83 3.003 0.214 1.267
H84 2.692 -0.362 2.922
H85 4.876 -3.250 3.971
H86 6.375 -3.010 3.392
C33 -1.188 -1.255 2.383
C34 -1.531 -1.945 3.693
C35 -1.949 -0.965 4.767
O10 -2.254 -1.634 5.953
C36 -3.170 -0.972 6.805
N7 -2.619 -2.931 3.493
H87 -0.588 -1.950 1.791
H88 -0.614 -0.338 2.540
H89 -2.069 -0.991 1.799
H90 -0.613 -2.432 4.060
H91 -2.815 -0.372 4.416
H92 -1.195 -0.170 4.886
H93 -3.490 -1.653 7.586
H94 -4.036 -0.690 6.192
H95 -2.738 -0.049 7.200
H96 -2.275 -3.875 3.310
H97 -2.915 -3.053 4.466
C37 2.349 -4.702 -1.610
C38 2.367 -3.417 -2.403
C39 3.308 -2.387 -1.835
O11 3.012 -1.124 -2.383
C40 3.889 -0.083 -2.028
N8 2.707 -3.754 -3.814
H98 1.671 -5.450 -2.033
H99 1.984 -4.591 -0.588
H100 3.312 -5.221 -1.686
H101 1.328 -3.077 -2.397
H102 4.345 -2.697 -2.032
H103 3.245 -2.309 -0.738
H104 3.499 0.864 -2.404
H105 4.905 -0.268 -2.384
H106 3.843 0.039 -0.935
H107 3.641 -4.155 -3.773
H108 2.789 -2.870 -4.312
C41 0.047 -5.080 1.962
C42 -1.401 -5.459 1.705
C43 -1.528 -6.488 0.584
O12 -0.925 -6.016 -0.595
C44 -1.123 -6.839 -1.721
N9 -1.999 -5.935 2.951
H109 0.622 -5.886 2.417
H110 0.160 -4.176 2.564
H111 0.487 -4.800 1.002
H112 -2.037 -4.635 1.368
H113 -2.577 -6.780 0.433
H114 -1.025 -7.431 0.863
H115 -2.192 -6.994 -1.881
H116 -0.594 -7.790 -1.575
H117 -0.647 -6.391 -2.592
H118 -2.953 -6.275 2.838
H119 -1.522 -6.790 3.238

Computed properties:
total charge = 0
E = -85532.921 eV
max |F| = 1.7 eV Å⁻¹
frontier orbital gap = 8.2 eV
relative energy (zero: lowest compared OMol25 entry of this formula, charge and spin) = 0.0 kcal/mol
HOMO energy = -7.89 eV

Mulliken population analysis, charges in e, atoms 1 to 99:
1. C -0.70
2. C 1.61
3. C -1.72
4. O -0.42
5. H 0.42
6. H 0.40
7. H -0.47
8. H -0.49
9. H 0.38
10. H 0.39
11. H 0.39
12. H 0.26
13. C -0.98
14. C 0.45
15. C -1.26
16. O -0.53
17. H 0.46
18. H -0.04
19. H 0.41
20. H 0.27
21. H 0.45
22. H 0.08
23. H 0.41
24. H 0.30
25. C -0.80
26. O -0.32
27. C -1.21
28. C 0.40
29. N -0.42
30. C 0.34
31. C -0.14
32. O -0.43
33. C -0.63
34. H 0.30
35. H 0.31
36. H 0.26
37. H 0.62
38. H 0.38
39. H 0.27
40. H -0.30
41. H 0.39
42. H -0.47
43. H 0.67
44. H -0.32
45. H 0.50
46. H 0.31
47. H 0.13
48. H 0.30
49. C -1.70
50. C 1.10
51. C 0.49
52. O -0.50
53. C -0.50
54. N -0.59
55. H 0.34
56. H 0.45
57. H 0.31
58. H -0.08
59. H -0.42
60. H 0.12
61. H 0.28
62. H 0.07
63. H 0.37
64. H 0.33
65. H -0.28
66. C 0.19
67. C 0.15
68. C -1.00
69. O -0.32
70. C -0.80
71. N -0.55
72. H -0.92
73. H -0.03
74. H 0.68
75. H 0.36
76. H 0.26
77. H 0.66
78. H 0.26
79. H 0.28
80. H 0.32
81. H 0.41
82. H 0.30
83. C -1.29
84. C 1.00
85. C 0.00
86. O 1.65
87. C -1.36
88. N 0.56
89. H 0.85
90. H -0.37
91. H 0.07
92. H -0.09
93. H -0.23
94. H -0.36
95. H 0.13
96. H 0.16
97. H 0.27
98. H -0.42
99. H -0.54


Entry 2:
C3H6N2S | ωB97M-V/def2-TZVPD

Element x y z (Å)
C1 -1.547 0.671 -0.052
C2 -0.310 0.070 -0.568
C3 2.872 -0.513 0.208
H1 -3.595 -0.292 0.963
H2 -1.524 0.995 1.045
H3 -1.942 1.488 -0.581
H4 -0.299 -0.290 -1.601
H5 3.842 -0.860 -0.185
H6 2.708 -0.424 1.296
N1 0.739 0.042 0.198
N2 1.914 -0.235 -0.610
S1 -2.860 -0.652 -0.114

Computed properties:
total charge = 0
E = -17021.389 eV
max |F| = 3.6 eV Å⁻¹
frontier orbital gap = 9.7 eV
relative energy (zero: lowest compared OMol25 entry of this formula, charge and spin) = 61.2 kcal/mol
HOMO energy = -9.25 eV

Mulliken charges, unit e, in atom order:
1. C -0.46
2. C -0.18
3. C -0.25
4. H 0.13
5. H 0.28
6. H 0.32
7. H 0.44
8. H 0.27
9. H 0.33
10. N -0.26
11. N -0.39
12. S -0.25


Entry 3:
C51H64BrN7O2PTl | ωB97M-V/def2-TZVPD

Element x y z (Å)
Tl1 -0.816 -0.803 -0.757
O1 -2.527 0.973 -4.331
C1 -2.016 2.218 -4.557
C2 -2.032 2.776 -5.830
C3 -1.534 4.053 -6.051
C4 -1.027 4.787 -4.992
C5 -0.999 4.214 -3.725
C6 -1.482 2.936 -3.483
C7 -1.287 2.303 -2.109
O2 -0.589 1.175 -2.124
N1 -2.681 2.193 -1.477
N2 -2.782 1.475 -0.355
C8 -3.511 1.918 0.601
C9 -3.765 1.189 1.838
Br1 -3.952 -0.714 1.680
C10 -3.945 1.706 3.054
C11 -3.740 3.104 3.464
C12 -2.863 3.983 2.820
C13 -2.680 5.274 3.292
C14 -3.352 5.713 4.424
C15 -4.219 4.849 5.080
C16 -4.407 3.562 4.605
H1 -2.743 0.568 -5.175
H2 -2.430 2.199 -6.661
H3 -1.553 4.469 -7.051
H4 -0.646 5.790 -5.148
H5 -0.573 4.769 -2.894
H6 -0.814 3.097 -1.477
H7 -3.159 3.092 -1.451
H8 -3.974 2.904 0.522
H9 -4.263 1.033 3.842
H10 -2.286 3.643 1.970
H11 -1.990 5.934 2.780
H12 -3.190 6.715 4.800
H13 -4.743 5.175 5.970
H14 -5.092 2.894 5.118
N3 -1.121 -5.855 -3.163
C17 -0.247 -4.969 -2.657
N4 -0.841 -3.817 -2.481
C18 -2.110 -4.052 -2.913
N5 -2.320 -5.282 -3.341
C19 -3.163 -3.028 -2.957
C20 -4.430 -3.347 -3.443
N6 -5.405 -2.449 -3.508
C21 -5.108 -1.217 -3.106
C22 -3.844 -0.882 -2.646
N7 -2.875 -1.791 -2.553
H15 -0.982 -6.811 -3.430
H16 0.784 -5.205 -2.435
H17 -4.649 -4.349 -3.794
H18 -5.904 -0.482 -3.154
H19 -3.585 0.129 -2.357
C23 -2.416 -3.191 4.760
C24 -1.805 -1.795 4.847
C25 -1.149 -1.585 6.217
C26 -0.792 -1.502 3.760
C27 -0.435 -0.193 3.488
C28 0.634 0.154 2.661
C29 0.826 1.658 2.531
C30 0.120 2.101 1.246
C31 2.261 2.167 2.696
C32 1.359 -0.864 1.996
C33 0.901 -2.193 2.166
C34 -0.132 -2.486 3.048
C35 1.520 -3.366 1.416
C36 0.447 -4.341 0.916
C37 2.544 -4.151 2.248
C38 2.806 -0.747 1.507
C39 3.680 -1.049 2.570
C40 5.045 -1.184 2.415
C41 5.588 -1.056 1.146
C42 4.757 -0.716 0.095
C43 3.376 -0.511 0.230
P1 2.398 0.049 -1.277
C44 3.320 1.606 -1.910
C45 4.835 1.678 -1.734
C46 2.943 1.790 -3.391
C47 2.713 2.817 -1.195
C48 2.822 -1.309 -2.568
C49 1.747 -1.205 -3.672
C50 4.195 -1.336 -3.251
C51 2.637 -2.656 -1.862
H20 -3.228 -3.290 5.482
H21 -1.674 -3.961 4.990
H22 -2.816 -3.383 3.762
H23 -2.613 -1.063 4.749
H24 -0.340 -2.306 6.361
H25 -1.874 -1.717 7.024
H26 -0.725 -0.583 6.295
H27 -0.987 0.608 3.976
H28 0.266 2.105 3.355
H29 0.577 1.653 0.363
H30 0.131 3.190 1.141
H31 -0.922 1.768 1.281
H32 2.936 1.782 1.939
H33 2.653 1.873 3.673
H34 2.269 3.259 2.648
H35 -0.406 -3.523 3.202
H36 2.037 -2.965 0.546
H37 -0.013 -4.889 1.741
H38 0.904 -5.082 0.258
H39 -0.337 -3.825 0.359
H40 2.094 -4.499 3.183
H41 3.415 -3.546 2.489
H42 2.882 -5.027 1.688
H43 3.246 -1.190 3.554
H44 5.672 -1.413 3.268
H45 6.648 -1.207 0.976
H46 5.205 -0.588 -0.877
H47 5.366 0.921 -2.315
H48 5.127 1.590 -0.687
H49 5.169 2.660 -2.089
H50 3.500 1.137 -4.062
H51 3.166 2.820 -3.686
H52 1.872 1.625 -3.537
H53 2.901 2.805 -0.125
H54 1.639 2.860 -1.372
H55 3.162 3.729 -1.605
H56 1.971 -0.396 -4.370
H57 0.752 -1.013 -3.274
H58 1.716 -2.143 -4.238
H59 4.470 -0.385 -3.699
H60 4.153 -2.078 -4.058
H61 4.992 -1.648 -2.576
H62 1.683 -2.694 -1.334
H63 3.446 -2.861 -1.159
H64 2.626 -3.449 -2.619

Computed properties:
total charge = 0
E = -152475.756 eV
max |F| = 0.8 eV Å⁻¹
frontier orbital gap = 7.7 eV
HOMO energy = -7.42 eV

Mulliken population analysis, charges in e, atoms 1 to 99:
1. Tl 1.24
2. O -0.04
3. C 0.38
4. C -0.72
5. C -0.54
6. C -0.93
7. C -0.49
8. C -0.30
9. C -0.03
10. O -0.25
11. N -0.22
12. N 0.51
13. C -1.32
14. C 0.76
15. Br -0.08
16. C -1.03
17. C 0.64
18. C 0.24
19. C -0.90
20. C -0.44
21. C -0.57
22. C -0.72
23. H 0.21
24. H 0.39
25. H 0.39
26. H 0.40
27. H 0.42
28. H 0.02
29. H 0.33
30. H 0.67
31. H 0.25
32. H 0.33
33. H 0.42
34. H 0.38
35. H 0.38
36. H 0.41
37. N 0.11
38. C -0.41
39. N 0.16
40. C 0.06
41. N -0.72
42. C 0.38
43. C -0.35
44. N -0.64
45. C -0.77
46. C -0.17
47. N 0.22
48. H 0.20
49. H 0.50
50. H 0.49
51. H 0.44
52. H 0.35
53. C -1.74
54. C 1.13
55. C -1.44
56. C 0.01
57. C -0.74
58. C 0.06
59. C 0.27
60. C 0.74
61. C -1.68
62. C 1.24
63. C 0.83
64. C -0.66
65. C 2.61
66. C -1.45
67. C -1.64
68. C -0.75
69. C -0.77
70. C -0.86
71. C -1.14
72. C -0.41
73. C 0.62
74. P 0.66
75. C 2.30
76. C -2.06
77. C -1.87
78. C -1.80
79. C 2.57
80. C -2.07
81. C -1.92
82. C -1.90
83. H 0.46
84. H 0.30
85. H 0.33
86. H -0.10
87. H 0.32
88. H 0.44
89. H 0.33
90. H 0.29
91. H 0.54
92. H -0.82
93. H 0.96
94. H -0.75
95. H -0.01
96. H 0.41
97. H 0.54
98. H 0.21
99. H -2.03


Entry 4:
C3H4F2N2O | ωB97M-V/def2-TZVPD

Element x y z (Å)
C1 -0.711 -0.736 -0.179
C2 -0.059 0.546 -0.687
C3 0.953 1.260 0.217
H1 0.713 -1.163 1.225
H2 -0.697 -2.062 1.347
H3 -1.848 -0.697 -1.648
H4 0.534 1.603 1.158
N1 -0.285 -1.183 1.057
N2 -1.679 -1.270 -0.801
O1 -0.368 1.010 -1.750
F1 1.471 2.318 -0.423
F2 1.976 0.373 0.484

Computed properties:
total charge = 0
E = -13638.112 eV
max |F| = 0.9 eV Å⁻¹
frontier orbital gap = 9.7 eV
relative energy (zero: lowest compared OMol25 entry of this formula, charge and spin) = 0.0 kcal/mol
HOMO energy = -10.17 eV

Mulliken charges, unit e, in atom order:
1. C 0.32
2. C 0.55
3. C 0.36
4. H 0.23
5. H 0.28
6. H 0.30
7. H 0.20
8. N -0.47
9. N -0.73
10. O -0.52
11. F -0.24
12. F -0.27


Entry 5:
C4H9NOSe2 | ωB97M-V/def2-TZVPD

Element x y z (Å)
C1 0.453 1.387 0.055
C2 1.775 2.039 -0.251
C3 0.972 -0.811 -0.557
C4 -3.198 -2.114 0.109
N1 0.097 0.171 -0.143
O1 -0.591 2.231 0.339
Se1 1.929 -1.581 1.016
Se2 -2.265 -0.709 0.589
H1 1.404 3.042 -0.189
H2 2.187 1.778 -1.211
H3 2.544 2.054 0.466
H4 0.324 -1.682 -1.065
H5 1.803 -0.538 -1.236
H6 -3.669 -2.140 -0.951
H7 -3.162 -3.024 0.729
H8 0.835 -1.881 1.755
H9 -1.439 1.778 0.547

Computed properties:
total charge = 0
E = -138521.007 eV
max |F| = 3.5 eV Å⁻¹
frontier orbital gap = 8.2 eV
relative energy (zero: lowest compared OMol25 entry of this formula, charge and spin) = 16.9 kcal/mol
HOMO energy = -8.34 eV

Mulliken charges, unit e, in atom order:
1. C 0.91
2. C -1.13
3. C -0.72
4. C -0.55
5. N -0.42
6. O -0.49
7. Se -0.10
8. Se 0.09
9. H 0.34
10. H 0.34
11. H 0.33
12. H 0.25
13. H 0.34
14. H 0.23
15. H 0.26
16. H 0.11
17. H 0.22